27
Properties=species:S:1:pos:R:3:nbo_charge:R:1 method="wB97M-V/def2-TZVPD" e_tot_ha=-2275.984673 charge=+2 multiplicity=4 s_squared=3.7885
O -4.6703 -3.8592 -4.5419 -0.455
C -4.0746 -3.4849 -3.6434 0.458
Cr -1.0238 0.0118 -1.7482 0.366
O -0.9429 -1.6600 0.8177 -0.348
C -0.8844 -1.0073 -0.1753 0.589
C -0.4816 3.1696 -3.6647 0.452
O -0.0282 4.2089 -3.8242 -0.414
C -2.7330 0.8350 -1.4635 0.566
O -3.6844 1.2001 -0.8867 -0.258
C 0.2666 -0.6050 -3.0619 0.557
O 1.1888 -1.0869 -3.5965 -0.264
H -1.6055 -1.3239 -1.7783 0.047
S 0.2085 1.6211 -0.9214 -0.038
C 0.8826 1.0214 0.6018 0.373
N 2.0152 0.3376 0.6262 -0.532
C 2.4451 -0.4617 1.7548 -0.233
C 1.2928 -0.6840 2.6936 -0.441
C 0.5257 0.5731 2.9779 -0.233
N 0.3084 1.3175 1.7536 -0.530
H 2.4776 0.2262 -0.2591 0.433
H 3.2269 0.0777 2.2885 0.239
H 2.8614 -1.3983 1.3745 0.249
H 1.6556 -1.1119 3.6276 0.277
H 0.6142 -1.4091 2.2550 0.217
H 1.0964 1.1881 3.6696 0.240
H -0.4465 0.3732 3.4289 0.247
H -0.4907 1.9307 1.6953 0.436